P.
A 10-piece molecular cluster, C12H44N8O10 overall. Source: the Open Molecules 2025 dataset; level of theory: wB97M-V/def2-TZVPD.

Calculated values
Kohn-Sham gap: 9.71 eV

Structure (XYZ):
```
74
Properties=species:S:1:pos:R:3:lowdin_charge:R:1
N -18.573 15.033 16.060 0.12
C -18.505 13.860 16.632 -0.67
N -19.269 13.833 17.648 0.15
O -17.696 12.805 16.308 -0.09
H -18.179 15.159 15.103 0.15
H -18.776 15.912 16.654 0.18
H -19.293 12.980 18.247 0.16
H -19.478 14.658 18.281 0.16
N -21.823 9.584 15.921 0.12
C -21.418 9.088 17.048 -0.65
N -22.307 8.321 17.623 0.11
O -20.238 9.371 17.720 -0.10
H -21.130 10.070 15.274 0.07
H -22.794 9.303 15.432 0.20
H -22.097 7.883 18.530 0.07
H -23.137 7.938 16.995 0.19
N -21.463 7.716 20.215 0.14
C -22.162 6.680 20.598 -0.63
N -21.548 5.623 20.337 0.16
O -23.330 6.713 21.318 -0.08
H -21.711 8.682 20.590 0.10
H -20.577 7.691 19.701 0.13
H -21.973 4.781 20.839 0.17
H -20.552 5.526 20.062 0.15
N -23.291 10.469 18.960 0.17
C -22.714 11.608 18.866 -0.64
N -22.124 11.776 17.765 0.19
O -22.604 12.568 19.845 -0.12
H -23.797 10.203 19.815 0.10
H -22.919 9.652 18.447 0.05
H -21.636 12.679 17.573 0.10
H -22.137 11.100 16.915 0.10
C -23.520 14.802 16.535 -0.07
C -22.193 15.222 17.141 -0.28
O -21.210 15.573 16.127 -0.10
H -23.889 15.485 15.786 0.08
H -24.260 14.679 17.333 0.09
H -23.439 13.896 16.020 0.01
H -21.846 14.472 17.792 0.04
H -22.284 16.143 17.790 0.13
H -20.379 15.142 16.298 -0.03
C -21.378 12.500 14.335 -0.07
C -20.106 11.695 14.467 -0.28
O -20.165 10.306 14.027 -0.10
H -22.264 11.947 14.809 0.08
H -21.705 12.585 13.295 0.08
H -21.323 13.484 14.709 0.04
H -19.983 11.603 15.545 0.09
H -19.252 12.216 14.020 0.12
H -19.213 10.140 13.917 0.12
C -25.365 11.526 15.952 -0.11
O -24.733 10.433 16.651 -0.17
H -26.422 11.408 16.061 0.07
H -24.982 11.585 14.980 0.06
H -25.111 12.447 16.453 0.06
H -24.259 10.879 17.412 0.04
C -21.829 10.047 23.002 -0.14
O -21.545 9.963 21.670 -0.15
H -22.925 10.039 23.029 0.10
H -21.312 10.934 23.352 0.08
H -21.322 9.215 23.475 0.09
H -21.762 10.828 21.309 0.07
C -20.765 14.180 21.950 -0.16
O -21.340 14.829 20.815 -0.15
H -19.976 14.885 22.226 0.08
H -20.371 13.171 21.761 0.07
H -21.461 14.088 22.730 0.06
H -22.040 14.231 20.546 0.01
C -25.428 8.455 19.899 -0.15
O -24.562 8.921 20.909 -0.20
H -26.173 9.192 19.611 0.09
H -25.845 7.557 20.279 0.07
H -24.794 8.187 19.034 0.06
H -24.045 8.151 21.290 0.03
```

Q.
A 10-piece molecular cluster, C12H44N8O10 overall. Source: the Open Molecules 2025 dataset; level of theory: wB97M-V/def2-TZVPD.

Calculated values
Kohn-Sham gap: 8.52 eV

Structure (XYZ):
```
74
Properties=species:S:1:pos:R:3:lowdin_charge:R:1
N -2.238 -2.701 2.063 0.16
C -1.515 -2.720 3.157 -0.68
N -1.660 -3.844 3.831 0.13
O -0.724 -1.702 3.555 -0.07
H -1.983 -1.963 1.369 0.08
H -3.166 -3.112 1.893 0.14
H -1.111 -3.757 4.698 0.13
H -2.177 -4.758 3.589 0.17
N -2.037 -0.834 -0.249 0.16
C -2.371 0.416 -0.128 -0.57
N -1.368 1.270 -0.103 0.16
O -3.723 0.716 -0.067 -0.12
H -2.831 -1.429 -0.615 0.17
H -1.131 -1.278 -0.285 0.05
H -1.624 2.218 0.063 0.06
H -0.437 1.106 0.295 0.08
N -0.060 1.260 -2.354 0.16
C -0.601 0.733 -3.427 -0.62
N 0.194 0.442 -4.500 0.13
O -1.935 0.517 -3.435 -0.12
H -0.658 1.302 -1.450 0.06
H 0.897 1.601 -2.278 0.06
H -0.252 0.233 -5.418 0.12
H 1.208 0.750 -4.509 0.04
N 2.877 0.983 -4.563 0.11
C 2.915 2.130 -3.976 -0.68
N 2.723 2.049 -2.695 0.14
O 2.975 3.320 -4.615 -0.09
H 3.033 1.014 -5.601 0.17
H 2.833 0.020 -4.141 0.14
H 2.851 3.017 -2.284 0.17
H 2.717 1.168 -2.134 0.06
C -2.142 3.984 2.199 -0.05
C -2.813 4.192 0.802 -0.28
O -1.816 3.905 -0.127 -0.09
H -2.876 3.758 2.963 0.06
H -1.615 4.781 2.548 0.03
H -1.379 3.169 2.136 0.08
H -3.214 5.246 0.839 0.13
H -3.559 3.487 0.602 0.08
H -2.237 4.036 -0.984 0.12
C 4.570 -0.531 -2.006 -0.06
C 3.443 -1.019 -1.094 -0.26
O 2.315 -0.174 -1.244 -0.15
H 4.383 -0.378 -3.055 0.05
H 5.367 -1.216 -1.994 0.06
H 4.826 0.503 -1.637 0.11
H 3.667 -1.164 -0.053 0.11
H 3.169 -2.087 -1.344 0.12
H 1.515 -0.713 -1.168 0.06
C 1.126 0.661 1.957 -0.14
O 1.149 1.410 0.779 -0.15
H 2.044 0.889 2.540 0.09
H 1.268 -0.388 1.676 0.07
H 0.232 0.879 2.552 0.08
H 1.775 0.949 0.176 0.07
C -3.341 0.928 2.878 -0.17
O -3.852 1.470 4.094 -0.14
H -2.235 0.781 2.917 0.08
H -3.595 1.653 2.071 0.06
H -3.806 0.011 2.729 0.05
H -4.417 2.229 3.822 0.08
C 1.768 -3.889 2.601 -0.17
O 0.730 -4.175 1.758 -0.14
H 2.681 -3.992 1.999 0.09
H 1.840 -4.630 3.387 0.08
H 1.668 -2.822 2.962 0.10
H -0.103 -4.190 2.245 0.05
C 0.306 -2.567 -1.429 -0.13
O 0.476 -2.154 -0.091 -0.18
H 0.005 -1.704 -1.975 0.06
H -0.543 -3.384 -1.318 0.15
H 1.102 -2.997 -1.932 0.05
H 0.495 -2.912 0.533 0.06
```

So which one is most stable? That would be Q, about 14.5 kcal/mol below the next structure.

P.
One molecule with the formula C6H7NS. Source: the Open Molecules 2025 dataset; level of theory: wB97M-V/def2-TZVPD.

Calculated values
2S+1: 3
⟨S²⟩: 2.011
Kohn-Sham gap (spin up / spin down): 6.03 / 7.69 eV

Structure (XYZ):
```
15
Properties=species:S:1:pos:R:3:lowdin_spin:R:1
C 3.272 -1.092 0.147 0.57
C 1.230 -0.523 0.335 0.32
C 1.743 0.714 0.059 0.48
C 0.276 1.338 0.470 0.04
C -0.234 -0.048 0.598 0.02
C -1.093 -0.397 -0.618 0.02
N 2.098 -1.540 0.463 0.17
S 3.406 0.660 -0.316 0.32
H 4.290 -1.475 0.094 0.03
H 0.369 1.820 1.415 0.01
H -0.292 1.842 -0.301 0.01
H -0.554 -0.350 1.579 0.01
H -2.031 0.099 -0.428 0.00
H -1.240 -1.430 -0.887 0.00
H -0.642 0.165 -1.368 0.00
```

Q.
A 2-piece molecular cluster, C6H7NS overall. Source: the Open Molecules 2025 dataset; level of theory: wB97M-V/def2-TZVPD.

Calculated values
2S+1: 3
⟨S²⟩: 2.029
Kohn-Sham gap (spin up / spin down): 7.33 / 8.48 eV

Structure (XYZ):
```
15
Properties=species:S:1:pos:R:3:lowdin_spin:R:1
C 0.086 0.402 3.210 0.31
C 0.295 0.090 1.435 0.48
C -0.298 0.082 -0.562 0.73
C 0.665 1.286 2.230 0.07
C -0.433 -1.136 -1.409 0.09
C 0.048 -0.380 -2.672 0.01
N -0.498 -0.449 2.434 -0.01
S 0.563 1.119 -1.642 0.24
H 0.399 0.215 4.213 0.01
H 0.098 2.135 1.908 0.00
H 1.778 1.654 2.350 0.00
H 0.240 -1.899 -0.973 0.02
H -1.555 -1.462 -1.674 0.02
H 0.917 -0.886 -3.181 0.01
H -0.826 -0.104 -3.311 0.00
```

So which one is most stable? That would be P, about 57.3 kcal/mol below the next structure.

P.
A 2-piece molecular cluster, C3H10S2 overall. Source: the Open Molecules 2025 dataset; level of theory: wB97M-V/def2-TZVPD.

Calculated values
Kohn-Sham gap: 9.41 eV

Structure (XYZ):
```
15
Properties=species:S:1:pos:R:3:nbo_charge:R:1
C 0.656 -1.999 -2.077 -0.76
S 1.028 -1.169 -0.525 0.18
C -0.686 -1.087 0.115 -0.74
H 0.951 -3.042 -2.002 0.22
H 1.111 -1.516 -2.941 0.23
H -0.389 -2.032 -2.384 0.22
H -1.214 -2.026 0.263 0.21
H -0.739 -0.473 1.012 0.24
H -1.266 -0.538 -0.629 0.20
C -0.169 2.609 1.209 -0.72
S 0.063 1.608 2.733 -0.07
H 0.650 2.462 0.513 0.23
H -1.038 2.172 0.719 0.22
H -0.321 3.646 1.474 0.22
H 1.363 1.384 2.521 0.13
```

Q.
A 2-piece molecular cluster, C3H10S2 overall. Source: the Open Molecules 2025 dataset; level of theory: wB97M-V/def2-TZVPD.

Calculated values
Kohn-Sham gap: 9.28 eV

Structure (XYZ):
```
15
Properties=species:S:1:pos:R:3:nbo_charge:R:1
C 1.029 -0.582 -0.662 -0.71
S 1.075 0.688 0.705 0.14
C 2.894 1.049 0.552 -0.72
H 1.608 -1.440 -0.286 0.21
H 0.000 -0.675 -1.016 0.22
H 1.641 -0.178 -1.431 0.21
H 3.296 1.117 1.547 0.22
H 3.088 1.933 -0.039 0.22
H 3.361 0.150 0.141 0.21
C -2.999 -0.695 -0.369 -0.70
S -2.835 0.874 0.667 -0.10
H -2.983 -0.302 -1.377 0.22
H -3.999 -1.097 -0.262 0.22
H -2.114 -1.277 -0.115 0.22
H -3.061 0.434 1.944 0.13
```

So which one is most stable? That would be P, about 6.3 kcal/mol below the next structure.

P.
CH3BBr2O2 as an isolated structure. Source: the Open Molecules 2025 dataset; level of theory: wB97M-V/def2-TZVPD.

Calculated values
Kohn-Sham gap: 7.85 eV

Structure (XYZ):
```
9
Properties=species:S:1:pos:R:3:nbo_charge:R:1
B -0.387 0.058 -0.330 0.93
C -3.173 -1.170 0.318 -0.32
O 0.041 1.230 0.015 -0.91
O 0.042 -1.130 0.107 -0.90
Br -2.858 -1.690 2.011 0.17
Br -3.384 -2.523 -0.897 0.15
H -1.261 0.101 -1.086 -0.11
H 0.836 1.588 0.606 0.52
H 0.701 -1.187 0.811 0.49
```

Q.
CH3BBr2O2 as an isolated structure. Source: the Open Molecules 2025 dataset; level of theory: wB97M-V/def2-TZVPD.

Calculated values
Kohn-Sham gap: 9.90 eV

Structure (XYZ):
```
9
Properties=species:S:1:pos:R:3:nbo_charge:R:1
B 0.342 -0.050 0.177 1.10
C 1.860 -0.013 -0.432 -0.68
O -0.202 1.181 0.233 -0.88
O -0.314 -1.194 0.552 -0.90
Br 2.885 1.599 0.061 0.06
Br 2.898 -1.588 0.003 0.04
H 1.698 -0.162 -1.563 0.26
H -1.051 1.370 0.466 0.49
H -1.172 -1.200 1.065 0.51
```

So which one is most stable? That would be Q, about 86.0 kcal/mol below the next structure.